Here is a molecular structure, C30H27F3IrN4O6Si from the OMol25 dataset. Energies are from ωB97M-V/def2-TZVPD.

Structure (XYZ):
```
72
Properties=species:S:1:pos:R:3
Ir -1.37242 0.22506 0.37308
O 3.17515 -6.04049 3.53681
C 2.93403 -4.71537 3.69337
O 3.54164 -4.09735 4.52396
C 1.89871 -4.10968 2.80848
C 1.35536 -2.88349 3.19544
C 0.39925 -2.25770 2.42589
C -0.04386 -2.83144 1.22342
C 0.51811 -4.05417 0.82634
C 1.46804 -4.68198 1.61590
N -0.93333 -2.12365 0.43604
C -1.68630 -2.73135 -0.47484
C -2.49708 -1.96493 -1.32165
C -3.37588 -2.54145 -2.27580
C -4.12610 -1.74974 -3.08633
C -4.02003 -0.34386 -2.96817
C -3.17347 0.16461 -2.02248
N -2.42586 -0.59934 -1.20346
H 2.53827 -6.41818 2.91826
H 1.70094 -2.43618 4.11836
H -0.02961 -1.31719 2.74296
H 0.25116 -4.48759 -0.12870
H 1.90952 -5.60176 1.24454
H -1.73404 -3.81531 -0.54902
H -3.43411 -3.62084 -2.33090
H -4.80338 -2.18806 -3.80753
H -4.58799 0.32500 -3.59769
H -3.06786 1.23363 -1.88960
O 5.56750 0.68127 1.89807
C 5.22755 -0.36707 1.36321
O 5.66190 -1.44836 1.05493
C 3.65601 -0.22741 1.00585
C 3.14494 -1.06869 0.03919
C 1.80151 -0.93014 -0.25735
N 1.01715 -0.04527 0.35534
C 1.53405 0.73762 1.29889
C 2.87559 0.69955 1.65314
C 0.57918 1.67136 2.01151
O 1.01025 2.65662 2.57536
O -0.65632 1.28395 1.98616
H 3.75743 -1.81651 -0.43820
H 1.32981 -1.56973 -0.98847
H 3.25505 1.37114 2.40693
C 2.13622 2.15582 -1.64097
Si 0.39648 1.80508 -2.22481
C 0.19472 0.10697 -2.95174
C -0.11739 3.04360 -3.53081
N -0.76348 1.96271 -0.83849
C -1.11408 3.18535 -0.38837
C -0.32797 4.35552 -0.61450
C -0.66147 5.57252 -0.07810
C -1.82391 5.70849 0.68376
C -2.64671 4.61447 0.90347
C -2.28788 3.39398 0.38715
F -3.13503 2.37116 0.55900
H 2.62989 2.82743 -2.34700
H 2.72938 1.24125 -1.58186
H 2.15655 2.62763 -0.65748
H 1.13390 -0.21199 -3.41424
H -0.57147 0.13120 -3.72870
H -0.10516 -0.64259 -2.22211
H 0.04157 2.60570 -4.51923
H 0.45217 3.97271 -3.48411
H -1.17611 3.29781 -3.45042
H 0.59609 4.25760 -1.16464
H -0.01422 6.42414 -0.23552
H -2.09024 6.66957 1.10186
H -3.56195 4.69050 1.47325
F -2.37150 -1.27606 2.72036
C -2.79880 -0.39265 1.76607
F -3.90835 -0.96878 1.19155
H -3.13169 0.50529 2.29540
```

The calculation puts the LUMO energy (spin up / spin down) at -0.551 / -3.820 eV. The spin multiplicity is 6. The value obtained for the orbital gap (spin up / spin down) is 5.5 / 4.5 eV. As for the energy relative to the best compared isomer or geometry (same formula, charge and spin): 18.09 kcal/mol. Its total charge is 0. The HOMO energy (spin up / spin down) is -6.03 / -8.34 eV.

Here is 2 unconnected molecules or ions with the total composition C2H9N2 in a non-equilibrium geometry from the OMol25 dataset. Energies are from ωB97M-V/def2-TZVPD.

Structure (XYZ):
```
13
Properties=species:S:1:pos:R:3
C -2.20735 -0.95305 1.94768
H -2.56672 -1.63716 1.18224
H -2.35347 0.03354 1.51147
H -2.82687 -0.94283 2.84686
H -1.21706 -1.19323 2.30277
N 2.56718 0.37646 -1.67057
C 1.40172 0.15154 -0.93015
N 0.31312 0.97612 -1.03521
H 2.37273 1.02791 -2.40131
H 3.45493 0.24703 -1.25113
H 1.33913 -0.74003 -0.32557
H -0.61697 0.74101 -0.76800
H 0.33964 1.91270 -1.40906
```

The calculation puts the LUMO energy (spin up / spin down) at 1.085 / 1.049 eV. The spin multiplicity is 2. The value obtained for the orbital gap (spin up / spin down) is 5.9 / 10.3 eV. As for the energy relative to the best compared isomer or geometry (same formula, charge and spin): 6.86 kcal/mol. Its total charge is 0. The HOMO energy (spin up / spin down) is -4.83 / -9.26 eV.

Here is a molecular structure, C4H10 in a non-equilibrium geometry from the OMol25 dataset. Energies are from ωB97M-V/def2-TZVPD.

Structure (XYZ):
```
14
Properties=species:S:1:pos:R:3
C -0.07146 -0.79627 0.32146
C -0.02714 -0.33428 1.62346
C 1.16171 1.19749 -0.81535
C -1.32168 -0.75118 -0.50125
H 0.67722 -1.51203 0.00625
H -1.08810 -0.63709 -1.55904
H -1.87460 -1.68247 -0.35783
H -0.83084 0.26797 2.01916
H 0.68921 -0.72283 2.32933
H 0.74155 0.60297 0.31453
H 2.00723 1.72918 -0.38246
H 1.50826 0.65919 -1.69257
H 0.39192 1.90571 -1.11143
H -1.96329 0.07362 -0.19424
```

The calculation puts the LUMO energy at 1.180 eV. The spin multiplicity is 1. The value obtained for the orbital gap is 9.2 eV. As for the energy relative to the best compared isomer or geometry (same formula, charge and spin): 77.10 kcal/mol. Its total charge is 0. The HOMO energy is -7.98 eV.

Here is a molecular structure, C18H45Br2Co2N3O13V3 in a non-equilibrium geometry from the OMol25 dataset. Energies are from ωB97M-V/def2-TZVPD.

Structure (XYZ):
```
86
Properties=species:S:1:pos:R:3
O 14.75333 13.84284 3.18439
V 13.84692 14.88719 2.40743
O 14.18982 16.40324 2.80745
O 12.23285 12.12267 1.35598
V 11.84549 12.83259 -0.03842
O 10.29962 12.66366 -0.22966
O 10.47682 18.85519 -3.60748
V 11.53003 17.61185 -3.76527
O 10.53066 16.33414 -3.73949
Co 13.43537 18.95127 -1.10526
Co 13.62876 15.59985 -1.23676
O 14.92609 14.70454 0.23896
C 16.16594 15.30585 0.08940
C 16.11231 16.91735 -0.14141
O 15.04054 17.32403 -0.95086
H 16.67230 14.80193 -0.73387
H 16.85807 15.12580 0.91198
H 17.03917 17.40833 -0.43801
H 15.94135 17.28617 0.86995
O 12.05352 14.98760 0.87757
C 11.24451 16.15784 0.97766
C 10.99149 16.98259 -0.32720
O 12.10236 17.21994 -1.20493
H 11.72902 16.68086 1.80216
H 10.34222 15.74940 1.43278
H 10.56914 17.98325 -0.23560
H 10.23233 16.51191 -0.95189
Br 9.02569 13.47162 3.42006
C 7.46951 14.18637 2.49234
C 6.80349 15.26588 3.40612
Br 6.30147 14.47242 5.19556
H 6.77310 13.36888 2.30573
H 7.87316 14.62216 1.57842
H 5.88797 15.62647 2.93718
H 7.50465 16.08809 3.54911
C 13.82020 15.31989 5.92138
C 12.39030 15.50534 5.43551
C 11.82976 16.91462 5.47229
O 10.44547 16.89599 5.24435
C 9.92260 18.25380 5.30384
N 12.23668 15.03711 4.06968
H 13.85785 15.41340 7.00670
H 14.37322 16.13181 5.44908
H 14.27256 14.37691 5.61437
H 11.71369 14.88530 6.02360
H 12.34192 17.62945 4.82823
H 12.01349 17.30345 6.47387
H 8.84862 18.17395 5.47202
H 10.07334 18.88901 4.43097
H 10.19138 18.74268 6.24024
H 11.98927 14.06687 4.20206
H 11.30660 15.31698 3.79266
C 12.82602 20.27569 3.12030
C 12.29847 19.80887 1.80052
C 11.82745 20.93763 0.92868
O 11.73562 20.51031 -0.45060
C 10.60540 21.13891 -1.09851
N 13.49968 19.15859 1.13923
H 13.58661 21.05604 3.09486
H 13.21593 19.42849 3.68451
H 11.96838 20.42869 3.77539
H 11.46619 19.13111 1.99040
H 12.65598 21.63391 1.05840
H 10.90384 21.42690 1.23797
H 9.68073 20.84416 -0.60230
H 10.53168 20.91531 -2.16278
H 10.66983 22.20973 -0.90544
H 14.23676 19.80434 1.38380
H 13.77192 18.35792 1.69142
C 7.03594 16.73832 -1.70485
C 5.81844 16.17248 -1.03252
C 5.67850 14.67080 -1.10377
O 4.41213 14.26227 -0.68151
C 4.31282 12.75465 -0.63038
N 5.86218 16.60225 0.41499
H 7.13089 17.78172 -1.40419
H 7.02819 16.65486 -2.79162
H 7.91983 16.16246 -1.43057
H 4.93131 16.62427 -1.47637
H 6.43738 14.13230 -0.53613
H 5.74130 14.41294 -2.16097
H 4.86753 12.29134 0.18555
H 4.56079 12.33328 -1.60458
H 3.28649 12.46602 -0.40358
H 5.62100 17.58227 0.37626
H 5.06398 16.28418 0.94585
```

The calculation puts the LUMO energy (spin up / spin down) at -12.295 / -12.337 eV. The spin multiplicity is 7. The value obtained for the orbital gap (spin up / spin down) is 2.9 / 2.8 eV. Its total charge is +3. The HOMO energy (spin up / spin down) is -15.16 / -15.16 eV.

Here is 3 unconnected molecules or ions with the total composition C15H30FO3 in a non-equilibrium geometry from the OMol25 dataset. Energies are from ωB97M-V/def2-TZVPD.

Structure (XYZ):
```
49
Properties=species:S:1:pos:R:3
O 5.95875 -0.15918 6.17622
C 6.00148 1.08098 6.24423
O 7.01238 1.75370 5.86802
C 4.71328 1.76993 6.89257
C 3.38509 1.23997 6.27533
O 2.94678 0.22348 6.73859
F 2.75408 1.96120 5.28010
H 4.69577 1.41364 7.95287
H 4.77085 2.88101 6.91251
C -0.38026 0.34585 0.00589
C 0.93977 0.71067 0.67532
C 1.97789 -0.40984 0.60149
C 1.58095 -1.70355 1.31698
C 1.26110 -1.54487 2.80375
C 2.44921 -1.05402 3.62364
H -0.85299 -0.51322 0.48646
H -1.07954 1.18354 0.06690
H -0.22768 0.10861 -1.05077
H 0.75908 0.99582 1.71422
H 1.35004 1.59634 0.18055
H 2.92254 -0.04082 1.01114
H 2.17808 -0.64172 -0.45112
H 2.39633 -2.42579 1.20390
H 0.71612 -2.15030 0.81362
H 0.94329 -2.51658 3.19571
H 0.41228 -0.86821 2.94418
H 3.28836 -1.74790 3.53369
H 2.18928 -0.97483 4.67915
H 2.78256 -0.06829 3.29480
C -2.26832 0.69105 -6.49543
C -2.59611 -0.57507 -5.71251
C -4.04563 -0.61970 -5.22579
C -4.43116 0.49319 -4.24777
C -3.58019 0.55976 -2.97946
C -3.68377 -0.69592 -2.12206
H -2.39133 1.58742 -5.88475
H -1.23173 0.66640 -6.83794
H -2.91245 0.78216 -7.37370
H -1.90702 -0.67561 -4.87043
H -2.42072 -1.44098 -6.35808
H -4.23104 -1.59393 -4.76276
H -4.71432 -0.56807 -6.09221
H -5.48061 0.35751 -3.96507
H -4.38352 1.46097 -4.75710
H -3.91030 1.41685 -2.38470
H -2.53230 0.74902 -3.22916
H -4.71803 -0.87085 -1.81478
H -3.07655 -0.58947 -1.22095
H -3.32977 -1.58036 -2.65527
```

The calculation puts the LUMO energy at 2.234 eV. The spin multiplicity is 1. The value obtained for the orbital gap is 6.5 eV. As for the energy relative to the best compared isomer or geometry (same formula, charge and spin): 0.00 kcal/mol. Its total charge is -1. The HOMO energy is -4.25 eV.